1.
C58H160N28O26 | ωB97M-V/def2-TZVPD

Each line ends with the Löwdin charge.
Element x y z (Å)
C1 1.217 -5.224 2.811  -0.708
O1 1.702 -4.506 1.973  0.008
N1 0.537 -6.376 2.470  0.152
N2 1.216 -5.067 4.138  0.179
H1 0.677 -7.068 3.182  0.089
H2 0.515 -6.570 1.462  0.085
H3 1.753 -4.284 4.577  0.070
H4 0.574 -5.597 4.681  0.094
C2 -3.830 0.960 1.562  -0.685
O2 -3.605 1.673 0.603  -0.003
N3 -5.078 0.939 2.133  0.166
N4 -2.977 0.147 2.114  0.213
H5 -5.523 1.828 1.913  0.114
H6 -5.271 0.546 3.044  0.103
H7 -2.143 -0.088 1.611  0.082
H8 -3.234 -0.562 2.757  0.100
C3 0.552 0.399 -4.920  -0.652
O3 1.193 -0.556 -4.502  0.009
N5 -0.339 1.171 -4.170  0.184
N6 0.647 0.813 -6.233  0.153
H9 -0.909 1.791 -4.704  0.030
H10 -0.664 0.996 -3.234  0.088
H11 1.509 0.567 -6.722  0.116
H12 0.024 1.543 -6.580  0.050
C4 2.790 -1.988 4.808  -0.713
O4 2.133 -2.809 5.443  -0.008
N7 3.302 -0.926 5.439  0.173
N8 3.096 -2.094 3.539  0.204
H13 4.091 -0.431 4.991  0.105
H14 3.247 -0.946 6.449  0.082
H15 2.707 -2.736 2.887  0.054
H16 3.782 -1.472 3.096  0.082
C5 -4.278 3.348 -2.231  -0.607
O5 -4.653 3.927 -3.283  -0.036
N9 -4.194 4.039 -0.949  0.152
N10 -3.844 2.111 -2.190  0.192
H17 -3.897 3.575 -0.106  0.035
H18 -4.874 4.776 -0.906  0.086
H19 -3.647 1.683 -1.297  0.061
H20 -3.913 1.452 -2.961  0.102
C6 2.949 5.828 0.313  -0.775
O6 2.811 4.927 1.114  0.022
N11 1.965 6.263 -0.420  0.211
N12 4.077 6.491 0.189  0.189
H21 1.168 5.680 -0.534  0.076
H22 2.177 6.928 -1.120  0.112
H23 4.405 6.916 -0.627  0.094
H24 4.759 6.085 0.800  0.116
C7 -2.469 2.733 -6.155  -0.746
O7 -1.872 1.942 -6.843  0.023
N13 -1.858 3.642 -5.458  0.188
N14 -3.802 2.631 -5.898  0.186
H25 -2.417 4.483 -5.189  0.101
H26 -0.874 3.760 -5.642  0.097
H27 -4.236 3.234 -5.165  0.086
H28 -4.138 1.699 -6.097  0.079
C8 -0.593 2.179 3.861  -0.611
O8 -0.623 2.582 5.012  0.026
N15 -1.063 2.954 2.736  0.143
N16 -0.020 1.001 3.424  0.158
H29 -1.525 2.375 2.032  0.047
H30 -1.663 3.797 2.872  0.067
H31 0.367 0.381 4.120  0.076
H32 0.525 1.158 2.566  0.079
C9 -3.229 5.609 2.403  -0.721
O9 -4.322 5.161 2.112  0.039
N17 -2.787 5.646 3.635  0.170
N18 -2.243 6.003 1.507  0.157
H33 -1.981 6.235 3.856  0.136
H34 -3.412 5.429 4.343  0.098
H35 -2.573 5.804 0.577  0.065
H36 -1.331 5.611 1.613  0.076
C10 4.066 1.599 2.287  -0.675
O10 4.478 0.527 2.755  -0.005
N19 4.509 2.138 1.157  0.182
N20 3.032 2.277 2.815  0.195
H37 4.089 2.889 0.676  0.055
H38 4.980 1.464 0.559  0.106
H39 2.993 3.242 2.584  0.068
H40 2.793 1.996 3.723  0.088
C11 5.665 1.124 -2.791  -0.097
O11 5.185 2.450 -2.902  -0.174
C12 3.872 2.518 -2.396  -0.256
C13 3.391 3.946 -2.366  -0.183
N21 3.063 4.556 -3.683  -0.015
C14 2.121 3.792 -4.466  -0.248
C15 2.014 4.307 -5.876  -0.174
O12 1.487 5.688 -5.706  -0.203
C16 1.541 6.437 -6.887  -0.149
H41 5.301 0.475 -3.593  0.094
H42 5.458 0.753 -1.783  0.077
H43 6.752 1.096 -2.938  0.092
H44 3.851 2.074 -1.367  0.094
H45 3.254 1.863 -3.008  0.106
H46 4.277 4.505 -2.003  0.122
H47 2.552 4.085 -1.667  0.087
H48 3.961 4.421 -4.163  0.113
H49 1.115 3.699 -4.040  0.103
H50 2.412 2.747 -4.603  0.103
H51 1.381 3.638 -6.447  0.097
H52 2.986 4.327 -6.413  0.131
H53 2.574 6.521 -7.257  0.088
H54 1.208 7.446 -6.622  0.084
H55 0.877 6.095 -7.688  0.083
C17 -3.840 -5.439 3.849  -0.096
O13 -4.808 -6.203 4.595  -0.192
C18 -6.026 -5.471 4.663  -0.213
C19 -6.851 -5.518 3.369  -0.225
N22 -7.084 -6.875 3.014  -0.070
C20 -7.701 -7.015 1.734  -0.193
C21 -6.820 -6.390 0.539  -0.229
O14 -5.477 -6.755 0.551  -0.200
C22 -5.306 -8.003 -0.039  -0.126
H56 -2.973 -6.136 3.781  0.096
H57 -3.532 -4.523 4.353  0.077
H58 -4.234 -5.163 2.830  0.088
H59 -5.868 -4.449 4.950  0.107
H60 -6.518 -5.976 5.492  0.126
H61 -6.355 -5.033 2.546  0.081
H62 -7.872 -5.123 3.547  0.138
H63 -6.187 -7.361 2.985  0.116
H64 -8.589 -6.430 1.583  0.105
H65 -7.919 -8.038 1.458  0.101
H66 -6.776 -5.306 0.687  0.106
H67 -7.328 -6.708 -0.391  0.122
H68 -5.353 -7.951 -1.139  0.097
H69 -5.955 -8.782 0.404  0.094
H70 -4.307 -8.326 0.242  0.087
C23 -1.211 -2.536 2.000  -0.063
O15 -0.759 -1.869 0.799  -0.213
C24 0.602 -1.751 0.668  -0.253
C25 0.890 -0.669 -0.343  -0.194
N23 0.267 0.624 -0.065  -0.049
C26 0.958 1.819 -0.544  -0.167
C27 0.110 3.082 -0.192  -0.205
O16 0.292 4.025 -1.218  -0.258
C28 -0.856 4.442 -1.955  -0.078
H71 -0.719 -3.479 2.127  0.064
H72 -2.309 -2.745 1.902  0.098
H73 -1.032 -1.907 2.876  0.072
H74 1.100 -2.701 0.388  0.110
H75 1.048 -1.381 1.641  0.128
H76 0.776 -0.921 -1.400  0.104
H77 1.966 -0.532 -0.178  0.105
H78 -0.712 0.705 -0.379  0.108
H79 1.119 1.769 -1.641  0.109
H80 1.967 1.982 -0.091  0.104
H81 0.382 3.568 0.744  0.091
H82 -0.956 2.889 -0.018  0.097
H83 -1.500 3.576 -2.191  0.077
H84 -0.567 4.895 -2.912  0.075
H85 -1.434 5.200 -1.390  0.077
C29 -1.023 -0.861 6.065  -0.150
O17 -1.559 -1.377 7.255  -0.183
C30 -2.098 -0.308 8.058  -0.204
C31 -1.073 0.708 8.499  -0.258
N24 0.081 0.105 9.126  -0.047
C32 1.069 1.137 9.670  -0.180
C33 2.273 0.405 10.174  -0.258
O18 2.852 -0.174 9.041  -0.207
C34 3.940 -1.082 9.263  -0.084
H86 -1.810 -0.403 5.434  0.084
H87 -0.593 -1.657 5.451  0.077
H88 -0.237 -0.119 6.228  0.068
H89 -2.561 -0.872 8.883  0.127
H90 -2.894 0.178 7.458  0.120
H91 -1.509 1.347 9.310  0.125
H92 -0.780 1.516 7.707  0.133
H93 0.644 -0.379 8.432  0.091
H94 0.545 1.550 10.521  0.110
H95 1.334 1.917 8.920  0.129
H96 1.899 -0.307 10.874  0.113
H97 2.989 1.030 10.728  0.129
H98 4.337 -1.498 8.348  0.067
H99 3.697 -1.867 9.966  0.084
H100 4.846 -0.517 9.668  0.105
C35 -2.196 6.774 -6.465  -0.107
O19 -3.101 6.415 -5.447  -0.194
C36 -2.753 6.741 -4.118  -0.251
C37 -3.445 7.944 -3.602  -0.227
N25 -3.159 9.192 -4.312  -0.050
C38 -3.620 10.491 -3.706  -0.189
C39 -3.380 11.622 -4.666  -0.250
O20 -1.997 11.713 -4.925  -0.183
C40 -1.672 12.835 -5.662  -0.144
H101 -1.366 7.402 -6.073  0.094
H102 -2.729 7.334 -7.236  0.087
H103 -1.745 5.888 -6.961  0.079
H104 -1.702 6.915 -3.940  0.116
H105 -3.125 5.932 -3.437  0.112
H106 -3.060 8.101 -2.563  0.134
H107 -4.505 7.775 -3.449  0.115
H108 -3.462 9.232 -5.289  0.109
H109 -3.076 10.637 -2.774  0.117
H110 -4.716 10.453 -3.481  0.125
H111 -3.768 12.502 -4.196  0.113
H112 -3.895 11.458 -5.613  0.125
H113 -1.933 13.747 -5.124  0.081
H114 -2.157 12.871 -6.688  0.106
H115 -0.577 12.814 -5.771  0.092
C41 7.940 -9.134 1.462  -0.113
O21 6.768 -8.359 1.779  -0.226
C42 5.865 -8.224 0.610  -0.192
C43 4.454 -8.284 1.198  -0.207
N26 3.547 -8.033 0.083  -0.042
C44 3.304 -6.635 -0.311  -0.204
C45 2.264 -6.526 -1.357  -0.217
O22 0.967 -6.571 -0.748  -0.223
C46 -0.064 -6.227 -1.713  -0.071
H116 8.594 -9.098 2.331  0.085
H117 8.387 -8.769 0.571  0.068
H118 7.713 -10.193 1.331  0.081
H119 6.048 -9.059 -0.094  0.122
H120 6.026 -7.313 0.030  0.103
H121 4.409 -7.682 2.123  0.117
H122 4.335 -9.262 1.661  0.116
H123 2.728 -8.571 0.113  0.086
H124 4.204 -6.180 -0.687  0.100
H125 3.059 -6.022 0.572  0.105
H126 2.378 -7.388 -2.056  0.139
H127 2.365 -5.574 -1.913  0.123
H128 0.254 -5.433 -2.403  0.078
H129 -0.926 -5.849 -1.092  0.083
H130 -0.361 -7.135 -2.304  0.102
C47 -2.394 -3.676 -1.569  -0.107
O23 -2.148 -3.971 -2.929  -0.229
C48 -1.404 -3.071 -3.716  -0.177
C49 -2.324 -1.890 -4.232  -0.199
N27 -3.327 -2.469 -5.064  -0.084
C50 -4.266 -1.563 -5.624  -0.181
C51 -5.260 -1.043 -4.539  -0.234
O24 -5.374 0.343 -4.615  -0.249
C52 -6.644 0.886 -4.215  -0.075
H131 -2.795 -4.588 -1.108  0.084
H132 -3.158 -2.880 -1.501  0.086
H133 -1.474 -3.379 -1.027  0.080
H134 -0.991 -3.701 -4.490  0.125
H135 -0.593 -2.658 -3.124  0.100
H136 -1.631 -1.247 -4.789  0.104
H137 -2.775 -1.247 -3.431  0.110
H138 -3.751 -3.244 -4.552  0.121
H139 -4.923 -2.209 -6.235  0.117
H140 -3.921 -0.700 -6.204  0.122
H141 -5.066 -1.344 -3.497  0.120
H142 -6.200 -1.520 -4.861  0.113
H143 -6.585 1.951 -4.504  0.090
H144 -6.706 0.836 -3.131  0.083
H145 -7.506 0.427 -4.693  0.085
C53 3.188 -2.086 -2.568  -0.084
O25 4.310 -2.657 -1.842  -0.187
C54 4.135 -2.598 -0.413  -0.199
C55 5.364 -3.253 0.233  -0.183
N28 5.095 -3.516 1.645  -0.044
C56 6.072 -4.443 2.273  -0.186
C57 7.432 -3.774 2.407  -0.226
O26 8.241 -3.913 1.255  -0.210
C58 9.074 -5.056 1.262  -0.109
H146 2.278 -2.526 -2.189  0.064
H147 3.296 -2.324 -3.608  0.083
H148 3.158 -1.019 -2.369  0.064
H149 3.271 -3.119 -0.106  0.086
H150 4.031 -1.609 -0.090  0.091
H151 6.250 -2.611 0.083  0.124
H152 5.617 -4.204 -0.253  0.111
H153 4.185 -3.967 1.706  0.068
H154 6.215 -5.500 1.946  0.113
H155 5.773 -4.563 3.312  0.111
H156 7.919 -4.255 3.265  0.116
H157 7.352 -2.704 2.585  0.126
H158 8.483 -6.003 1.196  0.080
H159 9.783 -5.054 2.096  0.084
H160 9.657 -4.985 0.306  0.099

Summary:
Highest occupied orbital energy   -8.410 eV
Molecular weight   1666.09 g mol⁻¹
Orbital gap   8.5 eV
Total charge   0
Maximum force   4.66 eV/Å
DFT total energy   -5795.2802 Eh
Energy relative to the best compared isomer or geometry (same formula, charge and spin)   119.12 kJ/mol

=====

2.
C16H15F3N8O2 | ωB97M-V/def2-TZVPD

Each line ends with the Löwdin charge.
Element x y z (Å)
F1 1.153 -2.413 -1.959  0.138
F2 3.358 -2.111 -2.024  0.112
F3 2.003 -0.962 -3.314  0.148
N1 -2.088 0.908 -2.002  0.112
N2 1.386 1.686 -2.760  0.067
N3 1.399 2.406 -3.964  0.059
N4 -2.603 2.824 -3.165  0.141
N5 -0.101 0.062 0.075  0.169
O1 -2.165 -2.737 5.525  -0.109
O2 3.128 0.481 -0.817  0.032
C1 -3.054 1.695 -2.498  -0.153
C2 0.369 1.215 -2.041  -0.212
C3 0.608 3.390 -4.225  -0.406
C4 -1.355 2.756 -2.953  -0.322
C5 0.486 -0.797 0.855  -0.197
C6 -2.098 -1.443 3.542  0.001
C7 -0.081 -2.577 4.209  -0.020
C8 -1.479 -1.018 2.403  -0.026
C9 0.539 -2.098 3.041  -0.019
C10 -1.398 -2.244 4.465  -0.258
C11 -0.143 -1.332 2.080  -0.152
N6 0.863 3.998 -5.439  0.128
N7 -0.940 1.596 -2.289  0.026
N8 0.734 0.388 -0.955  0.016
C12 -1.483 -3.350 6.648  -0.063
C13 -0.441 3.875 -3.303  -0.040
C14 2.125 -1.473 -2.082  -0.475
C15 1.908 -1.107 0.469  -0.011
C16 2.005 -0.403 -0.889  -0.320
H1 3.104 0.938 -1.680  0.087
H2 -4.104 1.457 -2.482  0.103
H3 -3.130 -1.181 3.776  0.125
H4 0.525 -3.224 4.848  0.110
H5 -1.974 -0.396 1.689  0.104
H6 1.547 -2.424 2.871  0.102
H7 1.484 3.457 -6.017  0.097
H8 0.169 4.638 -5.796  0.095
H9 -2.227 -3.666 7.380  0.089
H10 -0.753 -2.647 7.066  0.095
H11 -0.980 -4.253 6.273  0.086
H12 0.032 4.261 -2.381  0.143
H13 -1.048 4.676 -3.769  0.130
H14 2.130 -2.158 0.377  0.127
H15 2.591 -0.689 1.210  0.144

Summary:
Highest occupied orbital energy   -7.760 eV
Molecular weight   408.34 g mol⁻¹
Orbital gap   8.1 eV
Total charge   0
Maximum force   3.42 eV/Å
DFT total energy   -1506.7713 Eh
Energy relative to the best compared isomer or geometry (same formula, charge and spin)   0.00 kJ/mol